Entry 1:
DFT (ωB97M-V/def2-TZVPD) results for a 8-piece molecular cluster, C42H60F21INO17 overall.

Output
Orbital gap (alpha / beta) = 8.954 / 9.675 eV
Highest occupied orbital energy (alpha / beta) = -8.615 / -9.553 eV
2S+1 = 2

Each line ends with the Löwdin charge.
CARTESIAN COORDINATES (ANGSTROEM)
C -1.5098 2.6470 4.4903  -0.034
C -0.9808 2.4682 3.0610  -0.457
C -0.4451 3.8374 2.6030  -0.014
C 0.1794 1.4410 3.0213  -0.187
C -0.1987 -0.0239 2.7615  -0.688
I 1.6456 -0.9785 2.0563  1.078
C -0.7593 -0.7666 3.9759  -0.227
C -0.1073 -0.6027 5.3550  -0.187
C 1.2472 -1.3086 5.6198  -0.165
C 2.4043 -0.3473 5.9199  -0.160
O 3.6015 -0.6991 5.1903  -0.048
C 4.1182 0.2132 4.3756  -0.405
O 4.9051 -0.0550 3.5122  0.046
C -1.2097 -0.1520 1.5747  -0.164
C -1.7392 1.1782 1.0155  -0.465
C -3.0286 0.9196 0.2032  -0.028
C -0.7317 1.8443 0.0759  -0.033
N -2.1096 2.0278 2.1820  -0.104
O -3.1500 1.5922 2.7952  -0.015
H -0.7211 3.1313 5.0791  0.095
H -1.7400 1.6985 4.9771  0.070
H -2.3849 3.2955 4.5089  0.090
H -1.1451 4.6163 2.9188  0.091
H 0.5107 4.0240 3.1003  0.093
H -0.3217 3.8932 1.5223  0.069
H 0.7410 1.5610 3.9539  0.106
H 0.8745 1.7303 2.2319  0.065
H -0.8448 -1.8356 3.7524  0.121
H -1.7900 -0.3949 4.0690  0.114
H -0.0370 0.4544 5.6322  0.089
H -0.8287 -1.0290 6.0603  0.116
H 1.1164 -1.9251 6.5140  0.110
H 1.5242 -1.9884 4.8144  0.067
H 2.6699 -0.3907 6.9791  0.128
H 2.1386 0.6907 5.6964  0.103
H 3.8002 1.2489 4.5697  0.149
H -2.0742 -0.7215 1.9308  0.115
H -0.7819 -0.7328 0.7567  0.079
H -3.6262 1.8368 0.2087  0.093
H -2.7788 0.6925 -0.8351  0.084
H -3.6331 0.1268 0.6405  0.079
H -0.5842 1.1915 -0.7885  0.093
H -1.0890 2.8064 -0.3008  0.098
H 0.2521 1.9874 0.5216  0.062
C -9.3180 0.3352 1.4959  -0.056
C -8.0182 1.0372 1.1733  -0.186
O -7.1844 0.2291 0.3129  0.036
C -7.4831 0.2496 -0.9734  -0.407
O -8.3598 0.8600 -1.5100  0.162
C -6.4634 -0.6083 -1.7500  -0.548
F -6.2449 -1.7779 -1.1458  0.175
F -5.3018 0.0582 -1.8183  0.154
F -6.8872 -0.8411 -2.9868  0.175
H -9.1232 -0.6437 1.9346  0.084
H -9.8914 0.9292 2.2066  0.084
H -9.9214 0.1933 0.6001  0.078
H -7.4205 1.1916 2.0685  0.127
H -8.1871 2.0051 0.7028  0.126
C -5.7825 2.2304 -4.3642  -0.049
C -6.0336 3.1215 -3.1701  -0.185
O -4.9803 4.1050 -3.0171  0.039
C -5.0698 5.1723 -3.7901  -0.406
O -5.9171 5.4223 -4.5953  0.174
C -3.9021 6.1326 -3.4776  -0.551
F -2.7399 5.4788 -3.4003  0.167
F -4.1199 6.7387 -2.3018  0.164
F -3.8015 7.0648 -4.4177  0.174
H -4.7983 1.7662 -4.2919  0.086
H -6.5378 1.4467 -4.4040  0.073
H -5.8226 2.7991 -5.2928  0.082
H -6.0077 2.5465 -2.2473  0.110
H -6.9873 3.6307 -3.2259  0.106
C 7.6189 0.7494 2.0479  -0.060
C 8.4768 1.9818 1.8751  -0.184
O 9.2324 1.9459 0.6402  0.036
C 8.5881 2.3058 -0.4550  -0.406
O 7.4566 2.6775 -0.5532  0.167
C 9.5495 2.2295 -1.6605  -0.548
F 10.2435 1.0895 -1.6637  0.172
F 10.4154 3.2495 -1.6149  0.169
F 8.8706 2.3109 -2.8027  0.162
H 8.2348 -0.1490 1.9832  0.088
H 7.1250 0.7667 3.0140  0.060
H 6.8510 0.6905 1.2784  0.081
H 9.2325 2.0434 2.6550  0.125
H 7.8843 2.8956 1.9029  0.125
C 4.2780 -3.5302 3.5130  -0.063
C 4.0676 -4.1103 2.1333  -0.197
O 4.6174 -5.4462 2.0451  0.037
C 3.8664 -6.4153 2.5338  -0.409
O 2.7839 -6.3261 3.0316  0.173
C 4.5834 -7.7660 2.3360  -0.548
F 5.8734 -7.6909 2.6941  0.158
F 4.5348 -8.1322 1.0484  0.164
F 4.0084 -8.7188 3.0625  0.172
H 5.3360 -3.5484 3.7769  0.092
H 3.9294 -2.5002 3.5525  0.011
H 3.7362 -4.1041 4.2657  0.084
H 4.6028 -3.5292 1.3855  0.128
H 3.0141 -4.1326 1.8559  0.104
C -13.0218 4.8428 -6.5577  -0.060
C -11.6708 4.2091 -6.8031  -0.191
O -10.9019 4.1234 -5.5846  0.035
C -11.1936 3.1144 -4.7815  -0.403
O -12.0151 2.2632 -4.9481  0.173
C -10.2611 3.1515 -3.5542  -0.543
F -10.1669 4.3875 -3.0509  0.168
F -9.0271 2.7570 -3.9091  0.155
F -10.6930 2.3385 -2.6025  0.177
H -12.9039 5.8206 -6.0903  0.084
H -13.5484 4.9682 -7.5031  0.083
H -13.6330 4.2235 -5.9024  0.078
H -11.0661 4.8215 -7.4678  0.126
H -11.7628 3.2158 -7.2406  0.126
C 6.6136 -10.7563 0.8159  -0.052
C 7.8227 -9.8891 0.5533  -0.189
O 8.7764 -10.5553 -0.3028  0.034
C 8.5144 -10.5249 -1.5990  -0.406
O 7.5864 -10.0045 -2.1420  0.173
C 9.6399 -11.2488 -2.3686  -0.553
F 9.9516 -12.4134 -1.7928  0.167
F 10.7385 -10.4825 -2.3857  0.166
F 9.2696 -11.4821 -3.6217  0.175
H 6.9125 -11.7209 1.2278  0.086
H 5.9504 -10.2656 1.5240  0.059
H 6.0556 -10.9448 -0.1007  0.084
H 8.3666 -9.6894 1.4737  0.127
H 7.5441 -8.9330 0.1117  0.125
C 5.8972 4.4081 -3.9522  -0.053
C 5.5205 2.9449 -3.9029  -0.188
O 4.5083 2.6995 -2.9038  0.038
C 3.2628 2.9621 -3.2536  -0.407
O 2.8652 3.3627 -4.3067  0.173
C 2.3290 2.6223 -2.0749  -0.548
F 2.8013 3.1097 -0.9236  0.165
F 2.2212 1.2913 -1.9510  0.159
F 1.1117 3.1177 -2.2708  0.168
H 6.2136 4.7501 -2.9666  0.083
H 6.7176 4.5548 -4.6539  0.084
H 5.0551 5.0206 -4.2730  0.078
H 6.3655 2.3361 -3.5934  0.111
H 5.1691 2.5818 -4.8680  0.126

=====

Entry 2:
DFT (ωB97M-V/def2-TZVPD) results for C42H61ClN5O6SSeSiZr as an isolated structure.

Output
Charge = -1
ΔE to the lowest compared entry with this formula, charge and spin = 74.4 kJ/mol
Orbital gap = 6.229 eV
Highest occupied orbital energy = -4.066 eV

Each line ends with the Löwdin charge.
CARTESIAN COORDINATES (ANGSTROEM)
Zr 0.1235 0.7374 -0.8112  1.017
C -1.5562 -3.8217 -1.0028  -0.115
C -0.4911 -4.6776 -0.7758  -0.111
C 0.7268 -4.1154 -0.4431  -0.069
C 0.8909 -2.7247 -0.3721  -0.227
C -0.1540 -1.8081 -0.6264  -0.143
C -1.3749 -2.4481 -0.9215  -0.167
C 2.2722 -2.3424 0.0559  -0.237
C 2.7055 -2.8516 1.3184  -0.021
C 3.9795 -2.6417 1.7293  -0.021
C 4.8643 -1.9271 0.8901  -0.175
C 6.2016 -1.6458 1.2498  -0.057
C 7.0260 -0.9760 0.3886  -0.096
C 6.5498 -0.5920 -0.8819  -0.076
C 5.2616 -0.8615 -1.2542  -0.010
C 4.3694 -1.5027 -0.3624  -0.201
N 3.0775 -1.7122 -0.7631  0.201
H -2.5373 -4.2222 -1.2384  0.089
H -0.6091 -5.7528 -0.8388  0.090
H 1.5750 -4.7599 -0.2332  0.107
H -2.2648 -1.8539 -1.0909  0.057
H 1.9958 -3.4103 1.9139  0.105
H 4.3283 -3.0074 2.6890  0.116
H 6.5583 -1.9693 2.2218  0.109
H 8.0472 -0.7535 0.6717  0.096
H 7.2106 -0.0793 -1.5707  0.102
H 4.9023 -0.5913 -2.2387  0.102
Cl 6.2198 2.4048 -4.8845  0.618
C 4.9772 2.0516 -3.7111  -0.678
C 5.0593 2.6325 -2.4321  -0.089
C 4.1194 2.3588 -1.4801  0.013
C 3.0331 1.4815 -1.7531  -0.366
O 2.2209 1.1658 -0.8163  -0.275
C 2.9353 0.9600 -3.0726  -0.148
C 1.8569 0.1088 -3.4593  -0.168
O 0.8363 -0.1428 -2.8124  -0.149
C 3.9319 1.2376 -4.0317  -0.077
H 5.8851 3.2965 -2.2092  0.106
H 4.1787 2.7920 -0.4917  0.099
H 1.9430 -0.3448 -4.4594  0.137
H 3.8517 0.7993 -5.0195  0.113
N -0.2403 -1.2658 4.5448  -0.071
N 0.2495 -2.1945 3.5666  -0.068
H -1.2121 -1.4960 4.7065  0.039
H -0.2143 -0.3255 4.1545  -0.020
H 1.2446 -2.2704 3.7373  0.027
H 0.1651 -1.7759 2.6422  0.004
C -2.9766 -1.4591 2.1429  -0.067
C -3.2163 -0.1345 2.8286  -0.295
O -3.0879 0.8871 1.8693  -0.221
C -3.1656 2.1690 2.4584  -0.295
C -2.9115 3.2047 1.4006  -0.071
H -3.0195 -2.2867 2.8523  0.078
H -1.9969 -1.4618 1.6638  0.049
H -3.7237 -1.6281 1.3638  0.075
H -2.4765 0.0279 3.6251  0.085
H -4.2151 -0.0926 3.2911  0.120
H -2.4115 2.2448 3.2535  0.077
H -4.1582 2.2927 2.9205  0.122
H -1.8897 3.1270 1.0249  0.021
H -3.0477 4.2104 1.8038  0.079
H -3.6017 3.0784 0.5642  0.076
C 0.0779 5.4358 1.0051  -0.045
C 1.5560 5.0802 1.0978  -0.630
C 2.2447 5.9126 2.1755  -0.022
C 2.2306 5.2826 -0.2507  -0.043
O 1.7468 3.6952 1.4157  -0.142
Si 1.1677 2.6949 2.5574  -0.102
S 0.2852 0.9600 1.7681  0.388
O 2.3949 2.3102 3.5802  -0.152
C 3.5682 1.5100 3.4412  -0.637
C 3.2737 0.1067 3.9469  -0.031
C 4.0292 1.4654 1.9868  -0.028
C 4.6256 2.1668 4.3196  -0.031
O 0.1209 3.5257 3.5118  -0.152
C -0.1587 3.5647 4.9037  -0.640
C -0.4026 2.1537 5.4268  -0.028
C 0.9997 4.2146 5.6563  -0.024
C -1.4167 4.4146 5.0562  -0.023
H -0.0257 6.4929 0.7492  0.088
H -0.4163 5.2587 1.9611  0.067
H -0.3976 4.8365 0.2295  -0.001
H 2.1858 6.9756 1.9317  0.084
H 3.2958 5.6274 2.2575  0.086
H 1.7628 5.7466 3.1397  0.065
H 2.1269 6.3204 -0.5768  0.086
H 1.7672 4.6282 -0.9904  0.018
H 3.2940 5.0422 -0.1812  0.075
H 2.5377 -0.3723 3.3049  0.046
H 2.8800 0.1458 4.9656  0.089
H 4.1905 -0.4879 3.9365  0.081
H 3.2595 1.0161 1.3522  0.058
H 4.9399 0.8691 1.8887  0.085
H 4.2231 2.4778 1.6271  0.080
H 4.2753 2.2193 5.3525  0.082
H 4.8245 3.1815 3.9693  0.085
H 5.5558 1.5955 4.2916  0.083
H 0.5076 1.5576 5.3536  0.075
H -1.1879 1.6699 4.8410  0.060
H -0.7198 2.1789 6.4715  0.091
H 1.9146 3.6407 5.5110  0.073
H 0.7687 4.2638 6.7228  0.085
H 1.1654 5.2292 5.2908  0.077
H -2.2513 3.9571 4.5235  0.070
H -1.2441 5.4075 4.6366  0.087
H -1.6864 4.5198 6.1090  0.084
C -3.9329 -0.0781 -4.7592  -0.017
N -3.4406 0.0741 -3.4070  -0.118
C -4.1951 0.2916 -2.2772  -0.050
C -3.3128 0.4397 -1.2527  -0.115
N -2.0358 0.3176 -1.7430  -0.119
C -2.1483 0.1015 -3.0320  -0.181
H -5.0019 -0.2730 -4.7229  0.086
H -3.4418 -0.9199 -5.2445  0.091
H -3.7569 0.8264 -5.3407  0.093
H -5.2699 0.3204 -2.3102  0.112
H -3.4845 0.6283 -0.2060  0.091
H -1.3286 -0.0313 -3.7168  0.131
Se -0.3643 2.9390 -1.7416  0.038

=====

Entry 3:
DFT (ωB97M-V/def2-TZVPD) results for C42H63CrGeN5OP3S3 as an isolated structure.

Output
Charge = +1
Orbital gap (alpha / beta) = 7.174 / 6.894 eV
Highest occupied orbital energy (alpha / beta) = -9.901 / -9.799 eV
2S+1 = 3

Each line ends with the Löwdin charge.
CARTESIAN COORDINATES (ANGSTROEM)
Cr 0.2333 -0.2302 -0.0730  0.006
C -3.2078 3.0972 3.4170  -0.105
C -2.2712 2.9713 2.2145  -0.512
C -1.1393 3.9728 2.4347  -0.130
P -1.6798 1.2167 1.7922  1.067
C -0.6349 0.8331 3.2941  -0.361
N 0.6889 1.3827 3.1058  -0.200
Ge 1.5828 1.0860 1.4610  0.931
N 2.0647 2.6750 -0.6534  -0.463
C 2.2962 2.0776 -1.9499  -0.373
P 1.1459 0.5993 -2.1990  1.054
C -0.4776 1.0358 -3.0689  -0.524
C -0.4342 1.9365 -4.2984  -0.095
C -1.6056 1.4988 -2.1476  -0.165
C 1.9751 -0.0961 -3.7551  -0.510
C 2.7589 0.9211 -4.5854  -0.114
C 2.8887 -1.2816 -3.4699  -0.116
C 2.8799 3.7136 -0.1147  -0.256
C 3.4377 4.6867 -0.9337  -0.061
C 3.8735 5.8918 -0.4124  -0.054
C 3.6782 6.1558 0.9282  -0.048
C 3.2462 5.1414 1.7714  -0.018
C 2.9311 3.8786 1.2880  -0.164
N 2.8479 2.7192 2.1661  -0.027
C 2.4087 2.9405 3.5475  -0.144
C 3.1436 3.6847 4.4569  -0.030
C 2.6660 3.9126 5.7364  -0.071
C 1.4558 3.3687 6.1281  -0.066
C 0.7773 2.5257 5.2741  -0.023
C 1.2525 2.2673 3.9838  -0.250
C 4.1949 2.1578 2.2432  -0.162
C 5.3365 2.9298 2.3760  -0.021
C 6.5671 2.3240 2.5724  -0.070
C 6.6580 0.9443 2.6288  -0.069
C 5.5308 0.1694 2.4422  -0.012
C 4.2829 0.7619 2.2349  -0.234
N 3.1241 0.0608 1.9755  -0.183
C 3.3040 -1.1960 1.2886  -0.380
P 1.6917 -1.9096 0.7488  0.987
C 1.1527 -2.7369 2.3346  -0.511
C -0.3366 -3.0557 2.2451  -0.115
C 1.9490 -3.9683 2.7550  -0.094
C 2.2655 -3.1909 -0.4794  -0.513
C 1.1718 -4.2076 -0.7996  -0.093
C 3.6083 -3.8806 -0.2412  -0.088
C -3.2997 0.2852 2.0664  -0.535
C -3.4991 -0.3072 3.4585  -0.105
C -3.4805 -0.7884 0.9968  -0.138
H -3.5206 4.1381 3.4890  0.088
H -2.6934 2.8547 4.3442  0.074
H -4.1034 2.4900 3.3398  0.064
H -2.8249 3.2630 1.3101  0.107
H -0.6675 3.8170 3.4013  0.066
H -1.5495 4.9813 2.4245  0.088
H -0.3751 3.9225 1.6675  -0.009
H -0.5801 -0.2571 3.4098  0.078
H -1.1232 1.2460 4.1766  0.067
H 3.3224 1.6953 -1.9756  0.111
H 2.1478 2.7875 -2.7736  0.031
H -0.7490 0.0152 -3.3878  0.103
H -0.0355 2.9183 -4.0608  0.026
H -1.4527 2.0776 -4.6525  0.090
H 0.1291 1.5053 -5.1180  0.068
H -1.5971 2.5771 -2.0133  0.046
H -1.5469 1.0180 -1.1624  -0.012
H -2.5627 1.2369 -2.5963  0.097
H 1.1355 -0.4679 -4.3538  0.106
H 3.7245 1.1289 -4.1318  0.081
H 2.2348 1.8584 -4.7336  0.058
H 2.9375 0.4856 -5.5669  0.094
H 3.6020 -1.0498 -2.6808  0.077
H 3.4498 -1.5370 -4.3676  0.088
H 2.2967 -2.1478 -3.1928  0.065
H 3.5129 4.5088 -1.9944  0.090
H 4.2918 6.6340 -1.0724  0.116
H 3.9281 7.1272 1.3260  0.114
H 3.1650 5.3412 2.8275  0.109
H 4.1192 4.0640 4.1959  0.108
H 3.2460 4.5039 6.4244  0.106
H 1.0634 3.5586 7.1161  0.112
H -0.1158 2.0383 5.6320  0.104
H 5.2910 4.0082 2.3186  0.112
H 7.4505 2.9309 2.6832  0.106
H 7.6111 0.4690 2.8123  0.111
H 5.6158 -0.9046 2.4871  0.107
H 3.7972 -1.9384 1.9285  0.086
H 3.9277 -1.0461 0.3923  0.103
H 1.3048 -1.9464 3.0884  0.108
H -0.5176 -3.8881 1.5675  0.082
H -0.8824 -2.1857 1.8665  0.027
H -0.7304 -3.3222 3.2250  0.089
H 1.7832 -4.7958 2.0704  0.068
H 1.6216 -4.2845 3.7443  0.088
H 3.0152 -3.7635 2.8113  0.067
H 2.3800 -2.5486 -1.3596  0.048
H 1.0977 -4.9728 -0.0307  0.074
H 1.4033 -4.7063 -1.7402  0.090
H 0.2063 -3.7153 -0.9059  0.030
H 3.5961 -4.5239 0.6321  0.067
H 4.4195 -3.1647 -0.1407  0.066
H 3.8250 -4.5039 -1.1080  0.088
H -4.0755 1.0377 1.8859  0.096
H -2.8257 -1.1419 3.6355  0.072
H -4.5180 -0.6816 3.5408  0.089
H -3.3572 0.4271 4.2458  0.061
H -2.7333 -1.5756 1.0843  0.043
H -3.4130 -0.3580 -0.0020  0.062
H -4.4612 -1.2503 1.0947  0.089
S -2.7073 -3.2384 -1.9551  0.668
C -1.6948 -2.1839 -1.3621  -0.977
N -0.9329 -1.3963 -0.9079  -0.103
C -1.0288 6.7138 -1.1402  -0.060
O -0.5656 5.4800 -0.6057  -0.182
C 0.2629 4.7243 -1.3020  -0.990
S 0.9415 5.0910 -2.7373  0.831
S 0.4123 3.1505 -0.4642  0.982
H -2.1035 6.7500 -0.9688  0.102
H -0.8169 6.7847 -2.2076  0.045
H -0.5446 7.5427 -0.6213  0.107